1.
Entry from OMol25: a gas-phase ion, C6H16N4S (charge +2) in a non-equilibrium geometry (wB97M-V/def2-TZVPD).

Computed properties:
net charge: +2
multiplicity: 1
relative energy (zero: lowest compared OMol25 entry of this formula, charge and spin): 54.5 kcal/mol
HOMO energy (alpha / beta): -16.35 / -16.35 eV
gap between HOMO and LUMO (alpha / beta): 0.2893 / 0.2895 Eh
DFT total energy: -854.56371 a.u.

Positions of all 27 atoms, in Å:
C -0.85 1.23 0.01
C 0.39 -0.53 0.74
C 3.48 0.09 0.59
C 2.26 1.01 -1.38
C -3.23 -0.39 1.06
C -2.54 -1.16 -1.23
N 1.11 0.77 0.82
N -0.86 -0.09 0.20
N 2.38 0.87 0.09
N -2.16 -0.92 0.20
S -1.28 2.74 -0.06
H 0.99 -1.23 0.14
H 0.28 -1.03 1.74
H 3.19 -0.94 0.90
H 4.28 -0.17 -0.10
H 3.78 0.68 1.55
H 3.29 1.12 -1.69
H 1.87 0.12 -1.87
H 1.54 1.78 -1.56
H -4.21 -0.81 0.84
H -3.14 -0.56 2.17
H -3.45 0.66 0.94
H -3.31 -2.01 -1.34
H -2.94 -0.20 -1.81
H -1.63 -1.19 -1.79
H 2.67 1.91 0.27
H -1.91 -1.77 0.58

2.
Entry from OMol25: 2 unconnected molecules or ions with the total composition C3H7N3 (wB97M-V/def2-TZVPD).

Computed properties:
net charge: 0
multiplicity: 1
relative energy (zero: lowest compared OMol25 entry of this formula, charge and spin): 53.1 kcal/mol
HOMO energy: -9.02 eV
gap between HOMO and LUMO: 0.3548 Eh
DFT total energy: -282.68968 a.u.

Positions of all 13 atoms, in Å:
N -2.09 -0.48 -0.05
C -0.97 0.46 -0.15
C 0.40 -0.14 0.06
N 0.34 -1.41 0.29
C 2.96 1.41 -0.03
N 3.95 1.97 -0.20
H -2.89 -0.05 0.40
H -2.39 -0.78 -0.97
H -1.07 1.26 0.60
H -0.93 1.00 -1.11
H 2.00 0.84 0.07
H -0.56 -1.90 0.37
H 1.19 -1.94 0.45

3.
Entry from OMol25: C19H26N2O5S in the gas phase (wB97M-V/def2-TZVPD).

Computed properties:
net charge: 0
multiplicity: 1
relative energy (zero: lowest compared OMol25 entry of this formula, charge and spin): 33.3 kcal/mol
HOMO energy: -9.04 eV
gap between HOMO and LUMO: 0.3359 Eh
DFT total energy: -1623.51371 a.u.

Positions of all 53 atoms, in Å:
C -3.04 1.47 -1.30
C -1.88 0.69 -0.70
C -2.13 0.35 0.78
C -2.66 -1.07 0.96
C -3.00 -1.35 2.42
C -1.57 -2.05 0.50
N -0.93 -1.59 -0.72
C 0.27 -1.98 -1.15
O 0.80 -1.53 -2.15
C 0.99 -3.08 -0.36
O 1.84 -2.49 0.63
C 1.75 -2.93 1.88
O 1.00 -3.79 2.25
C 2.80 -2.28 2.77
N 3.07 -0.93 2.33
S 1.72 0.06 2.20
O 1.90 1.21 3.05
O 0.56 -0.77 2.44
C 1.75 0.58 0.51
C 1.60 1.86 0.23
C 1.54 2.47 -1.09
C 1.47 1.72 -2.27
C 1.40 2.35 -3.50
C 1.40 3.73 -3.58
C 1.46 4.49 -2.42
C 1.53 3.87 -1.19
C -1.67 -0.61 -1.49
H -3.15 2.44 -0.81
H -3.98 0.93 -1.19
H -2.87 1.65 -2.36
H -0.98 1.30 -0.77
H -1.20 0.43 1.35
H -2.84 1.07 1.21
H -3.57 -1.20 0.36
H -3.79 -0.69 2.76
H -2.12 -1.19 3.03
H -3.33 -2.38 2.55
H -0.83 -2.11 1.30
H -2.01 -3.05 0.34
H 1.64 -3.61 -1.06
H 0.30 -3.78 0.12
H 3.72 -2.87 2.68
H 2.44 -2.34 3.80
H 3.79 -0.47 2.87
H 1.86 -0.23 -0.19
H 1.52 2.54 1.07
H 1.46 0.64 -2.22
H 1.34 1.75 -4.39
H 1.34 4.22 -4.54
H 1.46 5.57 -2.48
H 1.58 4.46 -0.29
H -1.11 -0.41 -2.41
H -2.64 -1.05 -1.76